104
Properties=species:S:1:pos:R:3:mulliken_charge:R:1 method="wB97M-V/def2-TZVPD" s_squared=0.78 orbital_gap_ev="6.288 / 6.552" e_tot_ha=-5790.57410 spin_multiplicity=2
Sr -1.422 2.036 -1.501 1.549
C 4.778 -2.728 1.271 -1.541
C 4.466 -1.548 0.341 2.017
C 5.422 -1.581 -0.861 -1.657
C 4.698 -0.246 1.114 -2.019
C 3.023 -1.651 -0.160 0.071
C 2.103 -0.653 0.058 -0.238
C 0.798 -0.694 -0.446 -1.215
N 0.016 0.448 -0.216 0.498
C 0.091 1.074 0.981 -0.599
C 0.235 0.388 2.226 0.243
C 0.281 1.058 3.404 -0.135
C 0.240 2.484 3.357 0.063
C 0.102 3.243 2.215 -0.089
C -0.026 2.538 0.973 1.169
O -0.188 3.123 -0.168 -1.904
C 0.108 4.787 2.368 1.773
C -0.989 5.201 3.366 -1.582
C -0.137 5.585 1.077 -1.960
C 1.476 5.220 2.923 -1.672
C 0.373 0.346 4.756 1.971
C 0.317 -1.173 4.588 -1.961
C 1.698 0.718 5.443 -1.504
C -0.799 0.777 5.655 -1.647
C 0.432 -1.806 -1.242 -0.202
O -0.874 -1.997 -1.781 -0.463
C 1.301 -2.912 -1.371 0.214
C 2.589 -2.772 -0.856 -0.575
C 0.997 -4.317 -1.983 2.205
C 1.695 -4.417 -3.347 -1.346
C -0.482 -4.711 -2.152 -1.619
C 1.585 -5.398 -1.055 -1.759
H 5.814 -2.665 1.622 0.462
H 4.650 -3.691 0.766 0.301
H 4.118 -2.715 2.146 0.266
H 6.452 -1.404 -0.531 0.472
H 5.156 -0.806 -1.588 0.328
H 5.393 -2.550 -1.374 0.315
H 5.724 -0.224 1.489 0.496
H 4.023 -0.160 1.976 0.281
H 4.554 0.635 0.478 0.352
H 2.378 0.241 0.602 0.658
H 0.283 -0.695 2.194 0.641
H 0.345 3.014 4.302 0.331
H -1.971 4.851 3.026 0.271
H -1.028 6.293 3.443 0.471
H -0.817 4.803 4.372 0.314
H -1.112 5.372 0.636 0.326
H 0.618 5.388 0.317 0.341
H -0.102 6.650 1.333 0.507
H 1.701 4.740 3.882 0.277
H 1.494 6.306 3.073 0.452
H 2.274 4.959 2.219 0.369
H 1.161 -1.546 3.995 0.267
H -0.612 -1.490 4.099 0.349
H 0.363 -1.651 5.571 0.471
H 2.551 0.414 4.824 0.220
H 1.780 0.215 6.414 0.463
H 1.777 1.798 5.617 0.286
H -1.757 0.603 5.150 0.328
H -0.744 1.840 5.919 0.287
H -0.792 0.199 6.588 0.463
H 3.288 -3.590 -0.996 0.343
H 1.294 -3.673 -4.036 0.077
H 1.541 -5.414 -3.778 0.454
H 2.771 -4.246 -3.257 0.263
H -0.972 -4.167 -2.948 0.023
H -1.056 -4.557 -1.235 0.337
H -0.519 -5.777 -2.400 0.565
H 2.674 -5.372 -0.995 0.374
H 1.305 -6.385 -1.433 0.474
H 1.187 -5.296 -0.039 0.367
C -1.996 -1.687 -6.374 -1.330
C -1.327 -2.328 -5.169 -0.429
N -0.297 -1.446 -4.590 0.233
C -0.539 -0.525 -3.645 -0.204
S 0.185 0.958 -3.643 -0.169
N -1.445 -1.024 -2.656 -0.071
N -2.268 -0.229 -1.856 -0.582
C -3.449 0.114 -2.206 1.501
C -4.068 -0.021 -3.553 -0.971
C -4.217 0.619 -0.999 0.165
C -5.546 0.299 -0.812 -0.993
C -6.129 0.600 0.413 -0.576
C -5.375 1.217 1.392 -0.853
C -4.056 1.535 1.105 -0.340
N -3.493 1.249 -0.066 0.305
H -2.771 -2.345 -6.776 0.383
H -1.269 -1.498 -7.169 0.404
H -2.452 -0.729 -6.107 0.253
H -0.853 -3.267 -5.442 0.474
H -2.048 -2.545 -4.396 0.307
H 0.408 -1.131 -5.237 0.269
H -3.788 0.844 -4.155 -0.100
H -5.155 -0.050 -3.501 0.527
H -3.690 -0.921 -4.049 0.167
H -6.110 -0.199 -1.587 0.361
H -7.166 0.345 0.598 0.415
H -5.797 1.461 2.359 0.433
H -3.432 2.054 1.827 0.468
Cl -3.302 6.250 -4.237 -0.388
Ge -1.889 4.774 -3.390 0.409
Cl -3.346 3.965 -1.701 -0.379
Cl -2.415 2.993 -4.800 -0.419